A molecular structure, C30H28N4O5W. Source: the OMol25 dataset; level of theory: ωB97M-V/def2-TZVPD.

Geometry (Å):
W  -2.231  -1.091  -0.342
N  -4.297  -0.323  -0.504
C  -5.117  -1.152  -1.421
C  -4.796  -2.577  -1.039
O  -5.518  -3.514  -1.172
N  -3.498  -2.643  -0.481
C  -3.181  -3.849  0.283
C  -2.611  -3.173  1.526
O  -1.630  -2.269  1.004
O  -2.949  -3.164  2.644
H  -4.336  0.659  -0.766
H  -4.690  -0.378  0.438
H  -6.182  -0.957  -1.321
H  -4.809  -0.957  -2.449
H  -4.072  -4.436  0.488
H  -2.424  -4.462  -0.208
C  -2.510  2.700  -2.820
C  -1.988  2.307  -4.048
C  -1.513  1.019  -4.201
C  -1.590  0.130  -3.137
N  -2.161  0.496  -1.970
C  -2.574  1.771  -1.810
C  -1.010  -1.213  -3.115
C  -0.376  -1.805  -4.199
C  0.245  -3.036  -4.048
C  0.252  -3.670  -2.814
C  -0.393  -3.095  -1.726
C  -1.048  -1.875  -1.883
H  -2.852  3.710  -2.646
H  -1.930  3.009  -4.869
H  -1.065  0.710  -5.133
H  -2.930  2.048  -0.825
H  -0.350  -1.315  -5.163
H  0.741  -3.492  -4.893
H  0.766  -4.614  -2.692
H  -0.353  -3.588  -0.764
C  6.197  0.157  3.423
C  5.432  0.665  2.233
C  6.109  1.220  1.154
C  5.434  1.698  0.041
C  4.054  1.631  0.004
C  3.372  1.079  1.080
N  1.935  1.024  1.000
C  1.115  1.808  1.701
C  1.639  2.829  2.540
C  0.806  3.623  3.267
C  -0.609  3.476  3.237
C  -1.150  2.522  2.448
C  -0.318  1.665  1.653
C  -0.926  0.692  0.879
O  -0.374  -0.162  0.077
O  -2.256  0.496  0.862
C  4.031  0.579  2.202
C  3.291  -0.027  3.362
H  7.258  0.370  3.320
H  6.082  -0.923  3.537
H  5.847  0.617  4.349
H  7.189  1.281  1.189
H  5.981  2.128  -0.786
H  3.498  2.015  -0.842
H  1.528  0.329  0.393
H  2.709  2.967  2.582
H  1.239  4.394  3.892
H  -1.233  4.119  3.839
H  -2.221  2.380  2.410
H  2.250  -0.238  3.126
H  3.310  0.636  4.231
H  3.760  -0.961  3.671

F_max = 0.66 eV Å⁻¹
HOMO-LUMO gap = 4.762 eV
LUMO level = -8.439 eV
Charge = +2
Relative energy (zero: lowest compared OMol25 entry of this formula, charge and spin) = 0.290 eV

Atomic partial charges in e from the natural (NBO) method, atoms 1 to 5:
1 W 2.2274
2 N -0.7601
3 C -0.3303
4 C 0.6676
5 O -0.4569